# 1
A molecular structure, C4H8AlBr4NO3. Source: OMol25; level of theory: the ωB97M-V functional and the def2-TZVPD basis.

Last column: Löwdin charge in e.
Geometry (Å):
Al  -3.64504  3.76541  0.96079  1.07
N  -0.85100  1.60816  0.33188  -0.57
O  -1.92541  0.96824  0.21128  0.04
O  0.21396  1.02966  0.27818  0.13
O  -0.95711  2.82863  0.51996  -0.04
Br  1.93265  1.59115  -4.43450  0.90
C  1.13087  0.74513  -2.87683  -0.66
C  1.17876  -0.75708  -3.07254  -0.62
Br  -0.00089  -1.27028  -4.55587  0.89
H  0.08263  1.03233  -2.84456  0.06
H  1.61250  0.99169  -1.93064  0.08
H  0.83546  -1.38491  -2.25102  0.07
H  2.17899  -1.09798  -3.33849  0.07
Br  -0.38248  0.40131  4.49355  0.81
C  0.32951  -0.86244  3.18012  -0.67
C  -0.82081  -1.62654  2.54923  -0.64
Br  0.01062  -3.01680  1.47559  0.87
H  0.99550  -1.52245  3.73079  0.06
H  0.90936  -0.31350  2.44558  0.05
H  -1.36499  -0.95582  1.88141  0.05
H  -1.46309  -2.15392  3.24607  0.07

For the largest force on an atom, the calculation gives 1.69 eV/Å. The total charge is +2. The value obtained for the total energy is -10975.175041 Eh.



# 2
A molecular structure, C4H8B3F12LiO. Source: OMol25; level of theory: the ωB97M-V functional and the def2-TZVPD basis.

Last column: Mulliken spin population.
Geometry (Å):
Li  -1.01550  -0.38077  0.39642  0.00
B  -3.37836  -0.16328  1.03285  0.00
F  -3.32015  -0.88494  2.22158  0.00
F  -3.25245  -0.96079  -0.11256  0.00
F  -4.55404  0.48700  0.90680  0.00
F  -2.42695  0.87968  1.13717  0.00
B  -0.00208  -3.41066  1.60832  0.00
F  1.11493  -3.29648  2.46079  0.00
F  -1.07898  -3.90052  2.39571  0.00
F  -0.28097  -2.19300  0.98942  0.00
F  0.38695  -4.40721  0.67954  0.00
B  -1.02680  1.13668  -2.56359  0.00
F  -2.13927  0.73930  -3.22033  0.00
F  -0.90942  0.28537  -1.53583  0.00
F  -0.02444  0.90358  -3.47700  0.00
F  -1.10576  2.50770  -2.25889  0.01
C  2.19004  1.95143  -0.23680  -0.01
C  2.34284  0.55476  -0.85861  0.00
C  1.93319  -0.30679  0.25130  0.01
O  0.81027  0.38609  0.74221  0.66
C  0.82981  1.79901  0.47067  0.03
H  2.22588  2.76297  -0.96358  0.00
H  2.85542  2.21338  0.58586  0.01
H  3.36119  0.32628  -1.17305  0.00
H  1.63979  0.34761  -1.66541  0.00
H  2.54166  -0.48264  1.13841  0.10
H  1.55603  -1.25758  -0.12536  0.03
H  0.67771  2.31113  1.42079  0.06
H  0.04946  2.05272  -0.24682  0.06

For the largest force on an atom, the calculation gives 4.55 eV/Å. The expectation value of S² is 0.7540. The total charge is -1. The spin multiplicity is 2. The value obtained for the total energy is -1513.649040 Eh.



# 3
A molecular structure, C4H8BCuO12. Source: OMol25; level of theory: the ωB97M-V functional and the def2-TZVPD basis.

Last column: Löwdin charge in e.
Geometry (Å):
Cu  1.34500  1.26904  -1.63350  0.24
O  -3.56900  -1.84596  3.94450  0.17
C  -2.66400  -2.02796  3.17450  -0.48
O  -2.62600  -1.31796  2.14550  0.29
B  -1.54800  -1.84596  1.30150  -0.79
O  -1.09700  -3.04596  2.00050  0.30
C  -1.76900  -3.13496  3.05650  -0.46
O  -1.62900  -4.11596  3.76450  0.16
O  -0.53700  -0.80696  0.92850  0.33
C  -0.50200  -0.73296  -0.28750  -0.44
O  0.11600  0.14004  -0.85950  0.09
C  -1.49500  -1.57396  -0.88650  -0.43
O  -2.13500  -2.19596  0.00650  0.31
O  -1.91900  -1.39896  -2.02250  0.14
O  1.09300  2.94404  -0.96650  -0.04
H  0.71500  3.66804  -1.47150  0.09
H  0.95600  3.24304  -0.03450  0.10
O  1.86100  1.37404  1.26350  -0.03
H  1.06200  1.91004  1.39350  0.04
H  2.11100  1.21604  2.16150  0.04
O  3.21100  0.97704  -1.87450  0.01
H  3.45100  1.69004  -2.46550  0.08
H  4.04800  0.72204  -1.52950  0.08
O  0.74100  1.55304  -3.41950  0.00
H  -0.17100  1.25404  -3.50650  0.10
H  0.95100  2.08304  -4.18350  0.08

For the largest force on an atom, the calculation gives 6.76 eV/Å. The total charge is 0. The value obtained for the total energy is -2725.558827 Eh.



# 4
A single C4H8BN molecule. Source: OMol25; level of theory: the ωB97M-V functional and the def2-TZVPD basis.

Last column: Löwdin charge in e.
Geometry (Å):
B  0.36936  -0.10400  -0.19226  -0.51
C  0.24390  -1.31300  -1.10138  0.17
C  -2.73654  -0.65057  0.52062  0.16
C  -2.06810  0.43584  0.22005  -0.25
C  1.81456  0.36291  0.46114  -0.04
N  -0.67738  0.71879  0.27663  0.07
H  1.11096  -1.84124  -1.52526  0.05
H  -3.74997  -0.79642  0.44541  0.00
H  -2.74948  1.35123  -0.02709  0.14
H  -0.70777  -1.46858  -1.43444  -0.01
H  1.57726  0.87578  1.31621  0.00
H  2.51047  0.98764  -0.09774  0.05
H  2.37107  -0.59063  0.71453  0.07
H  -0.31384  1.41779  0.89019  0.11

For the largest force on an atom, the calculation gives 3.55 eV/Å. The total charge is 0. The value obtained for the total energy is -236.670500 Eh.



# 5
A single C4H8BNO molecule. Source: OMol25; level of theory: the ωB97M-V functional and the def2-TZVPD basis.

Last column: Löwdin charge in e.
Geometry (Å):
C  3.41838  -0.44204  -1.05384  0.14
C  2.57575  0.07436  -0.33904  -0.19
C  1.55811  0.59805  0.48709  -0.09
N  0.12956  -0.19821  -0.20269  0.17
B  -1.12473  0.19806  0.26642  -0.72
C  -2.45179  -0.49396  -0.20963  -0.02
O  -1.26124  1.21082  1.22036  0.10
H  4.09877  -0.91290  -1.64256  0.00
H  1.32398  1.67273  0.40668  0.11
H  1.63236  0.26361  1.60872  0.15
H  0.56243  -0.96510  -0.69686  0.08
H  -3.38501  -0.31483  0.24054  0.02
H  -2.27271  -1.62131  -0.20324  0.08
H  -2.60842  -0.29549  -1.33499  0.09
H  -2.19546  1.22620  1.45304  0.08

Its SMILES is C#CCNB(C)O. For the largest force on an atom, the calculation gives 4.84 eV/Å. The total charge is 0. The value obtained for the total energy is -312.037672 Eh.



# 6
2 unconnected molecules or ions with the total composition C4H8Br2N. Source: OMol25; level of theory: the ωB97M-V functional and the def2-TZVPD basis.

Last column: Löwdin charge in e.
Geometry (Å):
C  -0.40615  -0.56814  -2.83986  0.11
C  -0.84499  -0.11753  -1.64737  -0.63
C  -0.33858  -0.53746  2.24380  0.04
C  -0.39464  -0.62649  -0.34876  -0.06
N  -0.71551  -0.16620  0.83230  0.02
Br  -1.95339  1.44724  -1.50793  0.82
Br  3.08138  3.70970  -0.75538  0.30
H  -0.80205  -0.16936  -3.68235  0.05
H  0.23943  -1.35808  -2.90192  0.07
H  -1.25527  -0.98829  2.60947  0.12
H  0.61235  -0.94871  2.15718  0.08
H  -0.22132  0.28718  2.87639  0.08
H  0.30862  -1.36216  -0.37650  0.12
H  3.84408  4.71611  -1.35943  -0.30
H  -1.53207  0.59140  0.85330  0.15

For the largest force on an atom, the calculation gives 4.03 eV/Å. The total charge is +1. The value obtained for the total energy is -5359.676385 Eh.